Record 1
Density functional theory data (ωB97M-V/def2-TZVPD) for 2 unconnected molecules or ions with the total composition C13H27IN7.

Cartesian coordinates (Å):
C (-3.373, -2.816, -1.620)
C (-2.046, -3.481, -2.337)
C (-1.462, -2.636, -3.614)
C (-0.209, -1.635, -3.272)
N (0.752, -2.180, -2.237)
C (1.058, -1.188, -1.136)
N (0.334, -0.849, 0.156)
C (1.084, 0.200, 0.943)
N (0.806, 0.790, 2.180)
C (1.766, 1.859, 2.650)
N (2.652, 1.482, 3.810)
C (3.539, 0.294, 3.537)
C (-0.461, 0.344, 2.872)
I (-0.329, 0.086, 5.036)
C (-1.573, 1.567, 2.617)
C (-2.893, 1.037, 1.790)
N (2.243, 0.435, -0.013)
N (2.308, -0.295, -1.195)
H (-3.360, -3.129, -0.485)
H (-3.450, -1.661, -1.795)
H (-4.320, -3.355, -2.103)
H (-1.264, -3.731, -1.503)
H (-2.408, -4.534, -2.767)
H (-2.360, -1.967, -4.016)
H (-1.208, -3.409, -4.486)
H (0.415, -1.523, -4.283)
H (-0.583, -0.533, -3.024)
H (1.660, -2.496, -2.683)
H (2.452, 2.317, 1.818)
H (1.086, 2.763, 3.033)
H (3.321, 2.279, 4.030)
H (3.452, -0.414, 4.495)
H (4.690, 0.547, 3.447)
H (3.234, -0.369, 2.623)
H (-0.959, -0.621, 2.437)
H (-1.853, 2.074, 3.662)
H (-1.058, 2.385, 1.959)
H (-3.030, 1.731, 0.830)
H (-3.831, 1.172, 2.481)
H (-2.775, -0.064, 1.359)
H (3.029, 1.115, 0.092)
H (3.011, -0.269, -1.977)
C (0.616, 3.015, -1.851)
C (-0.289, 3.314, -2.973)
N (-1.004, 3.550, -3.860)
H (0.579, 1.957, -1.572)
H (1.657, 3.249, -2.097)
H (0.357, 3.594, -0.958)

frontier orbital gap: 8.270 eV
total charge: +1
E_HOMO: -12.03 eV
calculated total energy: -1191.95070 hartree
multiplicity: 1
E_LUMO: -3.764 eV



Record 2
Density functional theory data (ωB97M-V/def2-TZVPD) for a molecular structure, C34H45Cl4FMgN2O10S2.

Cartesian coordinates (Å):
C (0.450, -4.919, -7.036)
C (0.309, -5.075, -5.526)
Cl (-0.970, -6.277, -5.136)
C (1.637, -5.475, -4.836)
C (1.939, -4.491, -3.719)
C (1.032, -4.400, -2.667)
C (1.218, -3.488, -1.624)
S (0.093, -3.294, -0.285)
C (2.351, -2.689, -1.698)
C (3.276, -2.796, -2.733)
C (3.088, -3.703, -3.760)
C (4.362, -1.799, -2.511)
O (5.479, -1.775, -2.853)
N (3.708, -0.773, -1.635)
S (2.967, 0.408, -2.491)
O (2.369, 1.331, -1.605)
O (3.915, 0.878, -3.430)
F (1.831, -0.260, -3.307)
C (2.839, -1.620, -0.785)
O (2.684, -1.488, 0.373)
H (1.261, -5.496, -7.460)
H (-0.504, -5.147, -7.497)
H (0.641, -3.869, -7.252)
H (-0.018, -4.124, -5.128)
H (1.536, -6.465, -4.409)
H (2.444, -5.401, -5.556)
H (0.161, -5.037, -2.679)
H (-1.057, -3.489, -0.946)
H (3.817, -3.774, -4.553)
C (-4.169, -6.296, 2.111)
C (-5.066, -5.844, 1.152)
C (-4.872, -4.608, 0.552)
C (-3.776, -3.829, 0.905)
C (-2.874, -4.279, 1.862)
C (-3.077, -5.514, 2.465)
H (-4.321, -7.259, 2.582)
H (-5.917, -6.454, 0.875)
H (-5.575, -4.250, -0.190)
H (-3.623, -2.864, 0.436)
H (-2.015, -3.661, 2.132)
H (-2.379, -5.866, 3.214)
C (4.109, 3.165, 0.699)
Cl (5.035, 2.547, 2.074)
Cl (2.914, 4.365, 1.210)
H (4.792, 3.623, -0.005)
H (3.581, 2.342, 0.232)
O (-0.140, -5.820, -10.149)
H (0.116, -6.747, -10.267)
H (-0.991, -5.630, -10.576)
H (0.732, -5.166, -10.499)
C (-0.922, 6.153, 5.191)
C (-0.273, 5.316, 6.282)
O (-0.107, 3.960, 5.931)
C (0.720, 3.706, 4.807)
C (2.151, 4.189, 4.964)
H (-1.864, 5.702, 4.872)
H (-1.118, 7.161, 5.559)
H (-0.283, 6.236, 4.310)
H (-0.917, 5.316, 7.162)
H (0.680, 5.754, 6.595)
H (0.269, 4.124, 3.900)
H (0.717, 2.623, 4.684)
H (2.215, 5.278, 5.018)
H (2.744, 3.865, 4.111)
H (2.594, 3.785, 5.877)
C (1.719, 8.079, 9.013)
C (0.623, 8.807, 8.237)
O (-0.460, 7.944, 8.013)
H (2.098, 7.231, 8.444)
H (2.559, 8.751, 9.209)
H (1.352, 7.719, 9.976)
H (1.112, 9.239, 7.353)
H (0.391, 9.721, 8.836)
Mg (-1.941, 8.643, 8.934)
N (1.671, 10.759, 4.643)
C (2.295, 10.685, 3.427)
C (3.242, 11.671, 3.382)
C (3.192, 12.366, 4.621)
C (2.215, 11.779, 5.378)
H (0.929, 10.158, 4.948)
H (2.011, 9.941, 2.703)
H (3.901, 11.873, 2.554)
H (3.805, 13.200, 4.921)
H (1.861, 11.998, 6.371)
O (-0.946, -2.199, 2.789)
H (-0.080, -1.791, 2.919)
C (-6.041, -6.712, -5.240)
C (-4.844, -6.451, -5.759)
C (-4.203, -7.382, -6.721)
O (-3.110, -7.142, -7.189)
C (-4.946, -8.615, -7.083)
C (-6.143, -8.876, -6.565)
C (-6.787, -7.945, -5.603)
O (-7.878, -8.182, -5.134)
H (-6.527, -6.049, -4.536)
H (-4.283, -5.560, -5.508)
H (-4.460, -9.280, -7.785)
H (-6.702, -9.769, -6.815)
Cl (2.425, -5.224, -10.065)

frontier orbital gap: 1.113 eV
E_HOMO: -6.30 eV
calculated total energy: -5121.21979 hartree
multiplicity: 1
E_LUMO: -5.185 eV



Record 3
Density functional theory data (ωB97M-V/def2-TZVPD) for a single C3H3ClN2S molecule.

Cartesian coordinates (Å):
S (0.264, 0.041, 2.374)
C (0.075, 0.233, 0.616)
N (0.568, -0.682, -0.312)
C (0.073, -0.245, -1.503)
N (-0.838, 0.681, -1.361)
C (-0.843, 1.007, -0.039)
Cl (-1.942, 2.212, 0.538)
H (1.001, -1.145, 2.315)
H (1.278, -1.422, -0.176)
H (0.364, -0.679, -2.452)

frontier orbital gap: 8.689 eV
E_HOMO: -8.33 eV
calculated total energy: -1083.99698 hartree
multiplicity: 1
E_LUMO: 0.359 eV
relative energy (zero: lowest compared OMol25 entry of this formula, charge and spin): 25.1 kJ/mol



Record 4
Density functional theory data (ωB97M-V/def2-TZVPD) for 2 unconnected molecules or ions with the total composition C19H22N4O7.

Cartesian coordinates (Å):
C (-2.812, -2.986, 2.752)
N (-2.024, -1.762, 2.606)
C (-0.917, -1.489, 3.308)
O (-0.470, -2.278, 4.136)
C (-0.226, -0.128, 3.058)
C (0.472, -0.066, 1.686)
C (-0.409, -0.221, 0.454)
C (-1.659, 0.428, 0.370)
C (-2.463, 0.276, -0.776)
C (-2.002, -0.496, -1.864)
O (-2.758, -0.620, -2.986)
C (-0.743, -1.125, -1.792)
C (0.048, -0.990, -0.635)
N (0.768, 0.205, 4.089)
C (0.544, 0.579, 5.347)
C (-0.877, 0.745, 5.852)
O (1.480, 0.819, 6.094)
H (-2.930, -3.227, 3.811)
H (-2.299, -3.817, 2.264)
H (-3.798, -2.858, 2.305)
H (-2.295, -1.110, 1.885)
H (-0.996, 0.641, 3.079)
H (1.246, -0.835, 1.667)
H (0.971, 0.900, 1.607)
H (-1.999, 1.068, 1.172)
H (-3.417, 0.777, -0.836)
H (-3.633, -0.246, -2.875)
H (-0.391, -1.704, -2.632)
H (1.018, -1.469, -0.591)
H (1.740, 0.082, 3.854)
H (-1.395, -0.210, 5.800)
H (-0.837, 1.070, 6.891)
H (-1.392, 1.497, 5.259)
N (0.777, 0.229, -5.693)
C (1.110, 0.777, -4.473)
C (0.172, 1.620, -3.890)
C (0.419, 2.218, -2.656)
C (1.620, 1.972, -1.967)
N (1.880, 2.565, -0.708)
O (1.149, 3.489, -0.336)
O (2.820, 2.124, -0.035)
C (2.556, 1.109, -2.573)
C (2.328, 0.503, -3.825)
C (3.366, -0.396, -4.377)
O (3.282, -0.805, -5.526)
O (4.383, -0.753, -3.562)
H (-0.206, 0.050, -5.873)
H (1.466, -0.430, -6.072)
H (-0.762, 1.823, -4.401)
H (-0.340, 2.871, -2.231)
H (3.494, 0.911, -2.056)
H (4.944, -1.328, -4.104)

frontier orbital gap: 8.218 eV
E_HOMO: -8.94 eV
calculated total energy: -1482.91206 hartree
multiplicity: 1
E_LUMO: -0.721 eV
relative energy (zero: lowest compared OMol25 entry of this formula, charge and spin): 297.9 kJ/mol



Record 5
Density functional theory data (ωB97M-V/def2-TZVPD) for 2 unconnected molecules or ions with the total composition C24H28F3N3O.

Cartesian coordinates (Å):
C (-3.611, -2.817, 2.594)
N (-4.579, -1.752, 2.506)
C (-4.298, -0.555, 2.076)
C (-5.641, 0.305, 2.206)
F (-6.612, -0.200, 1.386)
F (-6.128, 0.284, 3.482)
F (-5.430, 1.599, 1.861)
O (-3.281, -0.026, 1.619)
H (-4.176, -3.679, 2.983)
H (-3.175, -3.135, 1.627)
H (-2.779, -2.637, 3.303)
C (-1.080, -0.747, -7.319)
C (-2.281, 0.132, -6.930)
C (-2.392, 0.070, -5.399)
N (-1.171, -0.563, -4.952)
C (-0.897, -0.748, -3.621)
C (-1.909, -1.211, -2.743)
C (-1.631, -1.418, -1.412)
C (-0.374, -1.058, -0.848)
C (-0.183, -1.249, 0.535)
C (0.745, -0.564, 1.343)
C (1.297, 0.700, 0.982)
C (2.171, 1.364, 1.814)
C (2.597, 0.769, 3.028)
N (3.560, 1.396, 3.804)
C (4.968, 1.070, 3.679)
C (5.728, 2.201, 4.394)
C (4.679, 3.240, 4.821)
C (3.303, 2.665, 4.452)
C (2.054, -0.485, 3.404)
C (1.126, -1.108, 2.606)
C (0.630, -0.564, -1.742)
C (0.393, -0.460, -3.101)
C (-0.396, -1.174, -6.008)
H (-1.413, -1.638, -7.858)
H (-0.372, -0.218, -7.961)
H (-2.123, 1.171, -7.233)
H (-3.207, -0.212, -7.393)
H (-2.486, 1.071, -4.947)
H (-3.274, -0.505, -5.073)
H (-2.894, -1.452, -3.150)
H (-2.387, -1.838, -0.748)
H (-0.823, -1.985, 1.023)
H (1.000, 1.163, 0.043)
H (2.577, 2.340, 1.537)
H (5.170, 0.082, 4.120)
H (5.248, 1.002, 2.614)
H (6.257, 1.794, 5.259)
H (6.471, 2.638, 3.722)
H (4.717, 3.444, 5.893)
H (4.829, 4.186, 4.294)
H (2.726, 3.324, 3.785)
H (2.679, 2.498, 5.346)
H (2.381, -0.920, 4.353)
H (0.670, -2.049, 2.919)
H (1.608, -0.293, -1.349)
H (1.169, -0.108, -3.783)
H (-0.408, -2.276, -5.903)
H (0.657, -0.865, -5.940)

frontier orbital gap: 3.710 eV
E_HOMO: -6.36 eV
calculated total energy: -1470.31041 hartree
multiplicity: 1
E_LUMO: -2.647 eV
relative energy (zero: lowest compared OMol25 entry of this formula, charge and spin): 105.9 kJ/mol



Record 6
Density functional theory data (ωB97M-V/def2-TZVPD) for a molecular structure, C36H21F15GeN5O5SSr.

Cartesian coordinates (Å):
Sr (-0.175, 0.807, -0.720)
C (2.945, 2.549, -0.757)
C (1.960, 3.601, -1.257)
N (0.646, 3.454, -0.637)
C (-0.406, 4.249, -1.258)
C (-0.776, 3.712, -2.624)
C (-1.524, 4.452, -3.527)
C (-1.839, 3.876, -4.747)
C (-1.376, 2.604, -5.045)
C (-0.629, 1.935, -4.085)
C (-0.086, 0.533, -4.301)
N (0.890, 0.196, -3.289)
C (2.207, 0.776, -3.473)
C (3.078, 0.549, -2.243)
N (2.552, 1.167, -1.029)
N (-0.356, 2.484, -2.909)
H (3.030, 2.648, 0.328)
H (3.934, 2.772, -1.184)
H (1.829, 3.507, -2.335)
H (2.391, 4.598, -1.074)
H (0.698, 3.656, 0.356)
H (-0.136, 5.312, -1.359)
H (-1.300, 4.178, -0.635)
H (-1.866, 5.446, -3.270)
H (-2.438, 4.419, -5.467)
H (-1.593, 2.135, -5.996)
H (0.303, 0.458, -5.328)
H (-0.918, -0.173, -4.223)
H (0.933, -0.799, -3.101)
H (2.085, 1.847, -3.653)
H (2.728, 0.366, -4.353)
H (4.099, 0.893, -2.463)
H (3.134, -0.528, -2.061)
H (2.791, 0.606, -0.220)
O (-5.315, -2.878, -2.935)
C (-4.277, -2.105, -2.508)
C (-4.431, -0.753, -2.236)
C (-3.326, -0.045, -1.798)
N (-2.134, -0.618, -1.655)
C (-1.989, -1.917, -1.910)
C (-3.036, -2.709, -2.344)
C (-0.581, -2.494, -1.686)
O (-0.398, -3.669, -2.013)
O (0.258, -1.678, -1.195)
C (-3.423, 1.447, -1.432)
O (-4.461, 2.032, -1.743)
O (-2.401, 1.911, -0.842)
H (-6.107, -2.332, -2.972)
H (-5.376, -0.233, -2.342)
H (-2.876, -3.760, -2.537)
F (-0.595, -3.554, 2.362)
C (0.514, -3.384, 1.617)
C (1.316, -2.268, 1.789)
C (2.444, -2.218, 0.991)
F (3.311, -1.189, 1.109)
C (2.752, -3.183, 0.056)
F (3.840, -3.062, -0.718)
C (1.917, -4.273, -0.096)
F (2.206, -5.214, -0.986)
C (0.794, -4.380, 0.700)
F (-0.005, -5.439, 0.582)
Ge (0.873, -0.729, 2.947)
S (1.126, 1.181, 2.037)
C (1.971, -0.849, 4.598)
C (1.756, 0.087, 5.597)
F (0.762, 0.975, 5.475)
C (2.512, 0.141, 6.752)
F (2.268, 1.053, 7.699)
C (3.536, -0.772, 6.930)
F (4.277, -0.736, 8.039)
C (3.784, -1.721, 5.958)
F (4.774, -2.604, 6.131)
C (3.003, -1.743, 4.813)
F (3.298, -2.690, 3.911)
C (-1.026, -0.981, 3.483)
C (-1.981, -0.829, 2.494)
F (-1.593, -0.658, 1.217)
C (-3.341, -0.888, 2.725)
F (-4.220, -0.743, 1.736)
C (-3.782, -1.119, 4.017)
F (-5.089, -1.186, 4.277)
C (-2.864, -1.296, 5.033)
F (-3.296, -1.531, 6.278)
C (-1.510, -1.232, 4.752)
F (-0.675, -1.448, 5.783)

frontier orbital gap: 8.112 eV
total charge: -1
E_HOMO: -5.92 eV
calculated total energy: -6038.56740 hartree
multiplicity: 1
E_LUMO: 2.194 eV
relative energy (zero: lowest compared OMol25 entry of this formula, charge and spin): 1.1 kJ/mol



Record 7
Density functional theory data (ωB97M-V/def2-TZVPD) for a molecular structure, C24H19F3IrN6O4S.

Cartesian coordinates (Å):
Ir (-0.165, 0.060, -0.125)
O (0.569, 0.534, 1.930)
C (-0.049, 0.241, 2.997)
C (0.307, 0.926, 4.199)
C (-0.338, 0.702, 5.380)
C (-1.370, -0.247, 5.463)
C (-1.725, -0.956, 4.350)
C (-1.103, -0.750, 3.098)
C (-1.516, -1.554, 2.015)
N (-1.084, -1.492, 0.773)
N (-1.537, -2.426, -0.046)
C (-1.095, -2.338, -1.307)
O (-0.150, -1.580, -1.640)
C (-1.800, -3.125, -2.327)
C (-1.443, -2.953, -3.665)
C (-2.196, -3.546, -4.657)
C (-3.301, -4.314, -4.325)
C (-3.642, -4.511, -2.996)
C (-2.897, -3.919, -1.994)
H (1.098, 1.655, 4.124)
H (-0.053, 1.252, 6.265)
H (-1.868, -0.410, 6.405)
H (-2.506, -1.701, 4.417)
H (-2.261, -2.320, 2.222)
H (-0.591, -2.335, -3.909)
H (-1.933, -3.402, -5.693)
H (-3.901, -4.755, -5.108)
H (-4.503, -5.116, -2.748)
H (-3.161, -4.045, -0.956)
C (0.105, 3.474, -2.638)
C (-0.150, 2.653, -1.423)
N (0.658, 1.575, -1.161)
N (1.736, 1.461, -1.897)
C (2.555, 0.468, -1.729)
N (3.677, 0.424, -2.492)
S (2.363, -0.745, -0.493)
C (-1.187, 2.889, -0.514)
C (-2.065, 4.005, -0.571)
C (-3.053, 4.139, 0.366)
C (-3.178, 3.176, 1.378)
C (-2.305, 2.099, 1.369)
N (-1.355, 1.953, 0.475)
H (0.529, 2.837, -3.409)
H (0.822, 4.268, -2.420)
H (-0.810, 3.920, -3.014)
H (3.683, 0.989, -3.327)
H (4.206, -0.430, -2.499)
H (-1.935, 4.734, -1.353)
H (-3.734, 4.975, 0.321)
H (-3.940, 3.256, 2.135)
H (-2.392, 1.327, 2.123)
F (-3.360, 0.277, -4.639)
C (-3.479, 0.301, -3.307)
F (-4.248, -0.746, -2.968)
F (-4.178, 1.412, -2.999)
C (-2.089, 0.322, -2.557)
O (-2.233, 0.149, -1.329)
O (-1.093, 0.532, -3.213)

frontier orbital gap (alpha / beta): 4.800 / 5.519 eV
<S²>: 0.8427
E_HOMO (alpha / beta): -7.30 / -7.40 eV
calculated total energy: -2357.53020 hartree
multiplicity: 2
E_LUMO (alpha / beta): -2.504 / -1.884 eV
relative energy (zero: lowest compared OMol25 entry of this formula, charge and spin): 0.0 kJ/mol



calculated total energy of number 5 (C24H28F3N3O)?
-1470.31041 hartree